[1]
Here is C13H25F7I2N3O5PSi2 as an isolated structure in a non-equilibrium geometry from OMol25. Energies are from wB97M-V/def2-TZVPD.

The calculation puts the HOMO energy at -5.2 eV. Its relative energy (zero: lowest compared OMol25 entry of this formula, charge and spin) is 0.0 kcal/mol.

Structure (XYZ):
```
58
Properties=species:S:1:pos:R:3:forces:R:3
C 1.165 0.423 -3.057 -0.3 0.3 1.5
C 1.119 -0.969 -2.282 0.0 1.5 -0.3
I 3.023 -1.000 -1.184 -0.7 -0.3 -0.3
C 0.981 -2.251 -3.182 2.5 2.1 -0.2
I 1.333 -1.752 -5.299 -0.4 -0.4 0.5
N -0.268 -3.150 -2.933 0.3 0.3 0.6
N -0.155 -4.183 -3.892 -0.3 -0.6 0.4
C 0.944 -5.102 -3.911 2.4 -1.8 0.1
O 0.763 -6.228 -3.638 -0.9 -0.7 0.2
F 2.203 -4.833 -4.355 -1.9 1.8 0.5
C -1.304 -4.924 -4.379 -2.0 -1.1 -1.3
O -1.439 -4.987 -5.537 0.5 0.1 -1.0
F -2.229 -5.586 -3.646 1.7 1.3 1.2
C -0.289 -3.653 -1.504 1.3 -3.3 3.5
F -0.652 -4.983 -1.419 -0.2 1.6 -1.6
F 0.977 -3.725 -0.974 -1.1 1.2 -1.7
C -1.209 -3.043 -0.377 -1.6 -0.3 4.9
F -1.509 -1.752 -0.302 0.4 -0.8 -1.5
F -0.569 -3.324 0.815 0.0 0.3 -1.9
F -2.371 -3.758 -0.226 1.1 1.0 -1.5
P -1.790 -2.191 -3.410 -5.3 4.7 -3.8
O -1.969 -2.021 -4.868 1.5 -1.7 1.0
O -3.171 -2.864 -2.849 2.3 0.1 0.9
O -1.786 -0.626 -2.881 0.8 -2.7 1.0
H 2.143 0.609 -3.552 -0.9 -0.4 0.1
H 1.095 1.190 -2.234 0.1 -0.7 -0.8
H 0.270 0.593 -3.697 0.8 -0.3 0.2
H 0.358 -0.809 -1.484 0.4 -0.6 -0.5
H 1.945 -2.791 -2.985 -1.6 -0.5 0.0
H -3.843 -2.920 -3.561 0.6 -0.1 0.0
H -2.725 -0.346 -2.832 0.4 -0.1 0.2
C -0.017 0.792 0.781 0.1 -0.7 -0.3
Si 0.380 1.692 2.398 -0.8 2.8 -0.1
C 2.235 1.521 2.680 0.2 -0.7 -0.1
C -0.520 0.772 3.773 0.2 -0.7 -0.1
N -0.124 3.310 2.238 0.6 -0.7 0.9
Si 0.062 4.458 3.493 -0.5 -1.1 -1.9
C 1.863 4.757 3.958 0.0 0.3 0.4
C -0.889 4.004 5.055 0.1 0.4 0.4
C -0.630 6.110 2.890 0.1 0.1 0.3
H 0.294 -0.260 0.848 0.0 -0.1 0.0
H -1.090 0.821 0.577 0.0 0.1 0.0
H 0.514 1.254 -0.056 0.0 0.1 0.1
H 2.547 0.477 2.545 0.2 0.0 0.0
H 2.517 1.815 3.692 0.0 0.1 0.0
H 2.795 2.133 1.968 -0.1 0.1 0.0
H -1.598 0.933 3.709 0.0 0.1 0.0
H -0.177 1.087 4.760 0.0 0.1 0.0
H -0.336 -0.307 3.694 -0.1 -0.1 0.1
H 2.281 3.917 4.518 0.0 0.0 0.0
H 1.949 5.644 4.594 0.1 0.0 0.0
H 2.473 4.922 3.067 0.0 -0.1 0.0
H -1.917 3.721 4.815 0.1 0.0 0.0
H -0.928 4.859 5.738 0.0 0.0 0.1
H -0.417 3.180 5.592 0.0 0.0 0.0
H -1.688 6.014 2.633 0.0 0.0 0.0
H -0.087 6.456 2.007 0.0 0.0 0.0
H -0.533 6.872 3.671 -0.1 0.1 -0.1
```
Forces are in eV/Å.

---

[2]
Here is a 2-piece molecular cluster, C13H25FNO3S overall in a non-equilibrium geometry from OMol25. Energies are from wB97M-V/def2-TZVPD.

The multiplicity is 2. The calculation puts the HOMO energy (spin up / spin down) at -9.0 / -9.0 eV. As for the expectation value of S²: 0.754.

Structure (XYZ):
```
44
Properties=species:S:1:pos:R:3:forces:R:3
C -2.384 2.604 -2.994 0.7 -1.1 -0.9
C -1.208 2.257 -1.851 -4.0 1.2 0.0
C -1.173 3.566 -0.867 -0.2 0.8 0.7
C -1.818 1.010 -0.983 1.6 -0.4 0.8
C -0.627 0.576 0.103 0.3 0.2 -0.7
C -1.129 -0.576 1.167 -0.1 1.1 0.2
C -0.786 -0.042 2.714 4.2 -2.9 3.5
O 0.193 -0.547 3.480 -7.1 4.0 -5.2
F -1.680 1.030 3.252 2.6 -3.0 -1.7
C 0.626 0.068 -0.872 -2.1 -0.5 0.2
C 1.108 1.220 -1.924 3.4 -2.2 0.4
C 1.950 0.404 -3.120 -1.4 1.1 -0.3
C 2.248 2.130 -1.159 0.5 -0.8 0.3
N 0.036 1.982 -2.636 1.4 3.1 2.1
O 0.549 3.171 -3.082 -1.4 -3.1 0.3
H -2.445 3.745 -3.248 0.0 -2.3 0.7
H -2.028 2.041 -3.982 -0.9 1.2 2.0
H -3.415 2.116 -2.693 2.0 1.3 -0.5
H -1.765 3.302 0.119 1.3 0.5 -1.9
H -0.110 3.943 -0.564 -1.9 -0.9 -0.6
H -1.732 4.513 -1.333 1.3 -2.3 0.8
H -2.755 1.301 -0.333 1.7 -0.3 -1.8
H -2.074 0.108 -1.716 0.6 1.8 1.7
H -0.269 1.495 0.767 -0.9 -1.7 -1.7
H -2.304 -0.698 1.078 2.5 0.1 0.3
H -0.542 -1.562 0.919 -1.3 1.8 1.1
H 1.475 -0.374 -0.197 -1.3 1.1 -1.6
H 0.163 -0.832 -1.506 1.0 1.8 1.4
H 3.026 0.087 -2.780 -2.3 0.5 -0.7
H 1.967 1.160 -4.040 0.3 -1.7 2.0
H 1.254 -0.484 -3.438 1.7 1.4 0.6
H 1.824 2.956 -0.449 0.8 -1.4 -1.6
H 2.846 1.374 -0.455 -1.3 1.6 -1.5
H 3.032 2.511 -1.947 -1.8 -0.3 1.7
C 0.014 -5.367 4.223 0.0 -0.1 0.0
S 0.024 -4.210 2.831 0.1 -0.3 -0.3
O 0.005 -5.023 1.570 0.1 0.3 0.6
C 1.721 -3.631 3.078 0.1 0.0 0.0
H -0.951 -5.878 4.241 0.1 0.1 -0.1
H 0.812 -6.103 4.104 0.0 0.1 -0.1
H 0.147 -4.816 5.157 0.0 0.0 -0.1
H 2.414 -4.473 3.029 -0.1 0.0 0.0
H 1.799 -3.136 4.049 -0.1 0.0 -0.1
H 1.962 -2.916 2.288 -0.2 -0.1 0.1
```
Forces are in eV/Å.

---

[3]
Here is C13H25N2O5STi as an isolated structure from OMol25. Energies are from wB97M-V/def2-TZVPD.

The calculation puts the HOMO energy at -18.6 eV. As for the net charge: +3. Its relative energy (zero: lowest compared OMol25 entry of this formula, charge and spin) is 0.0 kcal/mol.

Structure (XYZ):
```
47
Properties=species:S:1:pos:R:3:forces:R:3
Ti 0.040 -0.542 -3.309 0.1 0.3 -0.4
O 1.580 -0.388 -7.049 0.1 0.0 0.0
C 1.042 -0.037 -5.965 0.0 0.0 0.0
O 1.080 -0.725 -4.896 0.1 -0.1 -0.1
C 0.330 1.286 -5.941 0.0 0.0 0.0
O -0.246 1.444 -4.638 -0.1 0.0 0.0
C -1.715 1.640 -4.573 0.1 0.0 0.0
C -1.888 0.353 -3.806 0.0 -0.2 -0.1
O -1.751 -0.750 -4.381 -0.1 0.0 0.2
O -1.420 0.387 -2.581 -0.2 0.2 0.1
H 2.060 -1.246 -7.045 0.0 0.0 0.0
H 1.058 2.085 -6.117 0.0 0.0 0.0
H -0.413 1.316 -6.742 0.0 0.0 0.0
H -1.927 2.541 -4.006 0.0 0.0 0.0
H -2.170 1.637 -5.559 0.0 0.0 0.0
C -0.981 1.645 4.568 0.0 0.0 0.0
C -1.144 2.738 3.516 0.0 0.0 0.0
C -0.964 2.231 2.082 0.0 0.0 0.0
C 0.449 1.719 1.856 0.0 0.0 0.0
N 0.658 1.239 0.453 -0.1 0.0 0.0
C 0.750 0.012 0.020 0.0 0.0 -0.1
S 1.450 -0.147 -1.666 0.1 -0.2 0.3
N 0.480 -1.123 0.610 0.0 0.0 0.1
C -0.179 -1.374 1.934 0.0 0.0 0.0
C 0.834 -1.747 3.007 0.0 0.0 0.0
C 1.522 -3.093 2.770 0.0 0.0 0.0
C 0.585 -4.290 2.874 0.0 0.0 0.0
H -1.239 2.024 5.555 0.0 0.0 0.0
H 0.045 1.275 4.636 0.0 0.0 0.0
H -1.645 0.800 4.366 0.0 0.0 0.0
H -0.443 3.555 3.703 0.0 0.0 0.0
H -2.141 3.171 3.590 0.0 0.0 0.0
H -1.173 3.035 1.371 0.0 0.0 0.0
H -1.687 1.431 1.885 0.0 0.0 0.0
H 0.721 0.907 2.521 0.0 0.0 0.0
H 1.183 2.513 1.996 0.0 0.0 0.0
H 0.779 1.976 -0.229 0.0 0.0 0.0
H 0.864 -1.959 0.185 0.0 0.0 0.0
H -0.867 -2.197 1.741 0.0 0.0 0.0
H -0.775 -0.501 2.183 0.0 0.0 0.0
H 0.286 -1.775 3.953 0.0 0.0 0.0
H 1.580 -0.953 3.104 0.0 0.0 0.0
H 2.320 -3.191 3.507 0.0 0.0 0.0
H 2.039 -3.092 1.800 0.0 0.0 0.0
H 0.108 -4.325 3.854 0.0 0.0 0.0
H 1.135 -5.221 2.744 0.0 0.0 0.0
H -0.208 -4.281 2.121 0.0 0.0 0.0
```
Forces are in eV/Å.